{"formula": "C48H50N3O4ReS", "method": "wB97M-V/def2-TZVPD", "spin_multiplicity": 4, "s2": 3.789, "charge": 1, "homo_ev": [-10.5, -10.8], "relative_energy_kcal_mol": 29.92, "species": ["Re", "C", "C", "C", "O", "C", "C", "O", "C", "O", "C", "C", "C", "C", "C", "C", "C", "C", "C", "C", "C", "C", "C", "O", "C", "C", "C", "C", "C", "C", "C", "C", "C", "C", "C", "C", "H", "H", "H", "H", "H", "H", "H", "H", "H", "H", "H", "H", "H", "H", "H", "H", "H", "H", "H", "H", "H", "H", "H", "H", "H", "H", "H", "H", "C", "C", "N", "C", "S", "N", "C", "C", "H", "H", "H", "H", "H", "H", "H", "H", "H", "H", "H", "H", "C", "C", "N", "H", "H", "H", "C", "C", "C", "C", "C", "C", "C", "C", "C", "C", "H", "H", "H", "H", "H", "H", "H"], "xyz": [[0.4964, -1.0684, 0.9373], [-4.5790, 1.8355, -2.4992], [-3.5386, 0.7449, -2.7681], [-3.6878, 0.2008, -4.1911], [-2.2319, 1.2773, -2.6036], [-1.6577, 0.7572, -1.4369], [-2.4589, -0.5236, -1.1632], [-3.6779, -0.3068, -1.8240], [-2.6826, -0.8859, 0.3413], [-1.5135, -1.2903, 0.9316], [-3.6096, -2.1094, 0.4377], [-4.4067, -2.2703, 1.5649], [-5.2498, -3.3630, 1.6790], [-5.2834, -4.3253, 0.6832], [-4.4402, -4.2055, -0.4060], [-3.6041, -3.1094, -0.5219], [-3.3193, 0.3088, 1.0381], [-2.5960, 1.0551, 1.9540], [-3.1735, 2.1489, 2.5751], [-4.4802, 2.4969, 2.2807], [-5.2099, 1.7483, 1.3732], [-4.6347, 0.6545, 0.7515], [-0.1220, 0.5168, -1.6575], [0.4673, 0.2801, -0.4434], [0.5241, 1.7913, -2.2190], [1.5436, 1.7151, -3.1600], [2.1314, 2.8661, -3.6585], [1.7519, 4.1085, -3.1805], [0.7800, 4.1873, -2.1988], [0.1685, 3.0395, -1.7242], [-0.0019, -0.6537, -2.6443], [-0.2782, -0.4458, -3.9935], [-0.2276, -1.5026, -4.8887], [0.0779, -2.7818, -4.4551], [0.3243, -3.0047, -3.1125], [0.2821, -1.9472, -2.2224], [-4.5262, 2.5822, -3.2856], [-4.3838, 2.3133, -1.5424], [-5.5676, 1.3883, -2.4922], [-3.4981, 1.0080, -4.8924], [-4.6930, -0.1818, -4.3356], [-2.9793, -0.6061, -4.3636], [-1.7623, 1.4608, -0.5945], [-1.9439, -1.3810, -1.6217], [-4.3766, -1.5326, 2.3511], [-5.8882, -3.4594, 2.5437], [-5.9473, -5.1701, 0.7614], [-4.4269, -4.9615, -1.1774], [-2.9554, -3.0452, -1.3799], [-1.5790, 0.7626, 2.1848], [-2.6063, 2.7228, 3.2933], [-4.9311, 3.3497, 2.7639], [-6.2344, 2.0133, 1.1575], [-5.2021, 0.0663, 0.0494], [1.8744, 0.7555, -3.5299], [2.8743, 2.7841, -4.4375], [2.2095, 5.0058, -3.5664], [0.4749, 5.1462, -1.8098], [-0.5988, 3.1413, -0.9735], [-0.5361, 0.5441, -4.3330], [-0.4205, -1.3270, -5.9355], [0.1287, -3.5991, -5.1556], [0.5549, -3.9953, -2.7481], [0.4644, -2.1692, -1.1725], [5.9149, 1.6906, -2.6450], [4.7949, 1.9974, -1.6642], [4.1164, 0.7702, -1.2838], [3.4470, 0.4670, -0.1832], [2.8990, -1.1734, -0.0883], [3.2268, 1.2495, 0.8557], [3.5302, 2.6396, 1.1436], [4.7992, 2.7288, 1.9904], [6.4681, 2.6020, -2.8506], [5.5320, 1.3065, -3.5858], [6.5989, 0.9645, -2.2162], [4.0651, 2.6769, -2.1232], [5.2308, 2.4640, -0.7819], [4.1092, 0.0518, -1.9936], [2.7752, 0.7681, 1.6371], [2.6844, 3.0389, 1.7109], [3.6057, 3.2152, 0.2222], [4.6900, 2.1129, 2.8807], [4.9731, 3.7531, 2.3039], [5.6664, 2.3788, 1.4334], [-1.0117, -4.3894, 3.5130], [-0.3130, -3.4353, 2.7247], [0.2460, -2.6295, 2.1110], [-0.3264, -5.1394, 3.9078], [-1.7754, -4.8712, 2.9022], [-1.5044, -3.8766, 4.3407], [4.5106, -2.4526, 4.8596], [3.9568, -2.9943, 3.6939], [3.0111, -2.3056, 2.9871], [2.5381, -1.0396, 3.4020], [1.5046, -0.3116, 2.7159], [1.1543, 0.9283, 3.2135], [1.7628, 1.4837, 4.3516], [2.7364, 0.7974, 5.0199], [3.1432, -0.4745, 4.5641], [4.1225, -1.2088, 5.2699], [5.2342, -3.0243, 5.4205], [4.2808, -3.9632, 3.3463], [2.6251, -2.7469, 2.0804], [0.3867, 1.5046, 2.7105], [1.4384, 2.4506, 4.7020], [3.1881, 1.2117, 5.9114], [4.5571, -0.7710, 6.1566]], "forces_ev_per_angstrom": [[0.277, 2.424, -1.285], [0.434, -0.371, 0.077], [-0.626, 0.279, -0.620], [0.240, 0.061, 0.520], [0.030, -0.089, -0.149], [0.400, -0.088, 0.622], [0.541, -0.315, 0.255], [-0.183, 0.138, 0.064], [-1.412, 0.378, -1.061], [3.017, -0.014, 0.581], [0.080, 0.194, 0.126], [-0.037, -0.143, -0.066], [0.016, -0.038, 0.079], [0.032, -0.060, 0.044], [0.056, -0.107, -0.066], [0.009, 0.055, -0.065], [0.251, -0.229, 0.047], [0.030, -0.081, -0.066], [0.026, 0.080, 0.051], [0.012, 0.170, 0.120], [-0.036, -0.028, -0.035], [0.009, 0.164, 0.087], [-1.120, 0.329, -1.445], [0.038, -0.408, 1.624], [0.128, -0.264, 0.150], [0.017, 0.108, -0.007], [0.001, 0.003, -0.057], [0.041, 0.015, -0.026], [-0.029, 0.045, 0.075], [0.012, 0.000, -0.060], [0.258, 0.131, 0.219], [0.046, -0.226, 0.091], [0.000, 0.014, -0.026], [0.033, -0.013, -0.007], [0.022, -0.092, 0.109], [0.002, 0.209, -0.086], [-0.018, 0.087, -0.081], [-0.023, -0.001, 0.094], [-0.180, -0.002, 0.022], [-0.004, 0.040, -0.159], [-0.145, 0.012, -0.020], [0.052, -0.030, 0.012], [0.008, -0.141, -0.166], [-0.179, 0.236, 0.164], [-0.082, 0.120, 0.070], [-0.072, -0.012, 0.113], [-0.129, -0.123, 0.031], [-0.056, -0.075, -0.049], [0.041, 0.044, -0.169], [-0.061, 0.021, 0.046], [0.034, 0.073, 0.068], [-0.065, 0.087, 0.064], [-0.081, 0.024, -0.038], [-0.071, -0.061, -0.039], [-0.049, -0.039, -0.044], [0.154, 0.028, -0.067], [0.039, 0.114, -0.075], [-0.013, 0.133, 0.027], [-0.129, -0.063, 0.093], [0.004, 0.059, -0.076], [-0.066, 0.047, -0.123], [-0.019, -0.106, -0.115], [0.004, -0.091, -0.030], [0.058, -0.034, -0.111], [-0.142, 0.057, 0.204], [0.188, 0.392, -0.100], [0.057, 0.001, -0.118], [-0.228, 0.025, 0.312], [-0.585, -0.887, 0.453], [-0.172, -0.166, -0.014], [0.361, 0.266, 0.055], [-0.241, 0.106, -0.193], [0.055, 0.069, -0.086], [-0.073, -0.085, -0.151], [0.135, -0.106, 0.001], [0.202, -0.010, 0.235], [-0.098, -0.028, -0.024], [-0.125, -0.056, 0.106], [0.213, 0.183, -0.427], [0.014, -0.072, -0.128], [-0.093, -0.029, 0.099], [0.019, -0.061, 0.085], [0.064, 0.151, 0.038], [0.077, -0.031, -0.004], [-0.478, -0.589, 0.452], [1.196, 1.447, -1.032], [-1.129, -2.656, 1.721], [0.009, 0.019, -0.020], [-0.013, -0.026, -0.029], [0.036, 0.002, -0.007], [0.004, 0.217, 0.198], [-0.205, -0.013, -0.231], [0.032, -0.261, -0.087], [0.061, 0.025, 0.131], [-0.502, -0.236, -0.486], [-0.348, -0.290, -0.439], [0.182, 0.021, 0.245], [-0.251, 0.191, -0.130], [-0.160, -0.185, -0.197], [0.159, -0.194, 0.055], [0.107, 0.043, 0.066], [0.040, -0.097, -0.048], [0.069, 0.002, 0.106], [-0.038, 0.066, -0.019], [-0.032, 0.137, 0.038], [0.049, 0.006, 0.018], [0.017, 0.071, 0.094]], "mulliken_charge": [0.819, -1.746, 0.969, -1.740, -0.407, -0.459, -0.417, -0.336, 2.963, -1.351, -0.454, -0.380, -1.104, -0.615, -0.911, -0.230, -0.475, -0.391, -0.689, -0.623, -1.124, -0.070, 1.954, 0.404, -0.147, 0.132, -1.354, -0.473, -1.025, -0.485, -0.350, -0.020, -1.167, -0.820, -0.998, -0.165, 0.452, 0.330, 0.352, 0.362, 0.441, 0.357, 1.326, 0.340, 0.578, 0.494, 0.459, 0.471, 0.251, 0.113, 0.495, 0.421, 0.457, 0.624, 0.607, 0.483, 0.473, 0.492, 0.384, 0.604, 0.499, 0.450, 0.518, 0.245, -1.666, 0.168, 0.071, 0.754, -0.519, 0.855, -0.730, -1.342, 0.435, 0.394, 0.396, -0.008, 0.223, 0.398, -1.098, 0.422, 0.572, 0.273, 0.459, 0.270, -1.445, 0.906, 0.056, 0.425, 0.317, 0.296, -0.616, -1.257, -0.647, 3.095, -1.694, 0.434, -1.563, -0.862, 0.949, -0.942, 0.423, 0.458, 0.478, 0.774, 0.441, 0.418, 0.437]}